[1]
# C5H15N2O

2 unconnected molecules or ions with the total composition C5H15N2O at a distorted geometry (ωB97M-V with the def2-TZVPD basis set, the OMol25 dataset).

Structure (XYZ):
```
23
Properties=species:S:1:pos:R:3
C 0.09841 0.36789 -1.16530
O -0.77413 0.35651 -0.16994
C 1.58497 0.40129 -0.54383
C 1.74606 -0.85756 0.31624
C 3.06576 -0.86700 1.09415
C -3.94279 0.02322 0.53930
N -3.20108 -0.63649 -0.51216
N 1.76280 1.60702 0.24481
H -0.00341 1.19914 -1.90683
H 0.04443 -0.53393 -1.77711
H 0.81435 1.82471 0.55253
H 2.32245 0.37636 -1.32947
H 1.83565 -1.78033 -0.29559
H 0.84529 -0.93289 0.91554
H 3.01976 -1.55805 1.93465
H 3.28827 0.10260 1.55354
H -4.87966 0.54864 0.18514
H -4.29680 -0.76261 1.22613
H -3.34171 0.73747 1.06090
H -3.62692 -0.65814 -1.43077
H -2.22830 -0.29087 -0.53531
H 3.92703 -1.03437 0.45990
H 1.93956 2.36739 -0.41652
```

Computed properties:
ΔE to the lowest compared entry with this formula, charge and spin: 166.51 kcal per mole
Charge: +1
Lowest unoccupied orbital energy: -9.014 eV
Energy: -10443.340 eV
Kohn-Sham gap: 4.32 eV



[2]
# C5H15N2O

2 unconnected molecules or ions with the total composition C5H15N2O at a distorted geometry (ωB97M-V with the def2-TZVPD basis set, the OMol25 dataset).

Structure (XYZ):
```
23
Properties=species:S:1:pos:R:3
C -1.05940 -0.69756 -2.50648
C -0.85949 -0.68229 -1.03080
C 0.38632 -1.34744 -0.63807
C 0.75931 -1.39226 0.87455
C 2.56322 -0.11587 1.61108
N 1.43540 -0.12776 0.99086
N -0.69714 0.89190 -0.71823
H -1.94058 -0.27033 -3.08921
H -1.20291 -1.83611 -2.75547
H -0.14994 -0.19502 -3.03616
H -1.61840 -1.10020 -0.42911
H 0.49716 -2.30671 -1.05680
H 1.20117 -0.56590 -1.01629
H -0.09874 -1.65793 1.49970
H 1.54062 -2.29473 0.98864
H 3.09266 0.85403 1.52895
H 2.98021 -0.95309 2.29868
H -1.44590 1.12317 -0.05614
H -0.81899 1.42865 -1.60120
H 0.18602 1.08285 -0.17146
H -2.60030 2.26519 1.85991
H -1.36294 2.85619 2.29882
O -1.77083 2.70419 1.37088
```

Computed properties:
ΔE to the lowest compared entry with this formula, charge and spin: 70.20 kcal per mole
Charge: +1
Lowest unoccupied orbital energy: -2.865 eV
Energy: -10447.517 eV
Kohn-Sham gap: 11.11 eV



[3]
# C5H15N2O

2 unconnected molecules or ions with the total composition C5H15N2O at a distorted geometry (ωB97M-V with the def2-TZVPD basis set, the OMol25 dataset).

Structure (XYZ):
```
23
Properties=species:S:1:pos:R:3
C 1.15363 -2.24545 0.38825
C 1.84149 -0.87000 0.22890
C 1.39523 0.17801 1.17678
C 0.37747 1.07534 0.54237
C -0.92559 0.61045 0.42198
N -2.05568 1.35764 -0.01787
N 0.81262 2.31164 0.28344
H 1.23243 -2.61370 1.40748
H 1.66638 -2.98555 -0.10354
H 0.05963 -2.32882 -0.03432
H 3.00271 -1.06041 0.28737
H 1.97830 -0.47824 -0.83159
H 2.30896 0.70618 1.51793
H 1.04734 -0.22044 2.18996
H -1.32024 -0.27280 1.04575
H -1.92646 2.13689 -0.57188
H -2.58312 0.69175 -0.56719
H -2.56972 1.60816 0.85816
H 0.64008 2.86346 -0.60144
H 1.69780 2.56739 0.56718
H -1.97259 -1.24865 -3.04568
H -3.40090 -1.10413 -2.64405
O -2.45977 -0.67873 -2.49801
```

Computed properties:
ΔE to the lowest compared entry with this formula, charge and spin: 63.82 kcal per mole
Charge: +1
Lowest unoccupied orbital energy: -3.180 eV
Energy: -10447.794 eV
Kohn-Sham gap: 9.33 eV



[4]
# C5H15N2OPS

C5H15N2OPS in the gas phase at a distorted geometry (ωB97M-V with the def2-TZVPD basis set, the OMol25 dataset).

Structure (XYZ):
```
25
Properties=species:S:1:pos:R:3
C -0.59837 2.94565 1.57474
C -1.36410 1.63184 1.50579
O -1.04458 0.91179 0.33587
P 0.06408 -0.46321 0.46468
S 0.29895 -1.19680 2.24415
N 1.46980 0.20220 -0.22887
N 2.74249 -0.07347 0.33355
C -0.62115 -1.53319 -0.87791
C 0.45955 -2.54491 -1.23808
C -1.02549 -0.69161 -2.07836
H 0.47265 2.75579 1.60546
H -0.82284 3.55544 0.70178
H -0.88421 3.49032 2.47027
H -2.44216 1.81950 1.46599
H -1.14862 1.02255 2.39531
H 1.36351 1.19816 -0.40280
H 2.67991 -0.18260 1.35039
H 3.07016 -0.96112 -0.04322
H -1.49165 -2.04657 -0.45517
H 1.29930 -2.03381 -1.70585
H 0.81444 -3.06985 -0.35084
H 0.07050 -3.28136 -1.93955
H -0.19161 -0.06590 -2.38880
H -1.86543 -0.04910 -1.83181
H -1.30512 -1.33972 -2.90672
```

Computed properties:
ΔE to the lowest compared entry with this formula, charge and spin: 0.00 kcal per mole
Charge: 0
Lowest unoccupied orbital energy: 0.860 eV
Energy: -30581.000 eV
Kohn-Sham gap: 10.06 eV



[5]
# C5H15N2S

2 unconnected molecules or ions with the total composition C5H15N2S at a distorted geometry (ωB97M-V with the def2-TZVPD basis set, the OMol25 dataset).

Structure (XYZ):
```
23
Properties=species:S:1:pos:R:3
C 0.08602 0.86828 1.92936
C -0.30349 -2.57638 0.16190
C -1.09278 2.13266 -0.49444
C 2.52242 -0.29621 -1.27638
C 0.53745 0.62185 0.57944
N -0.97930 -1.18258 0.45421
N 0.09574 1.36263 -0.42836
S 2.08880 -0.02301 0.45083
H -0.97672 1.14182 2.01372
H 0.58414 1.69198 2.42273
H 0.18080 0.00698 2.63266
H -0.86623 -3.48447 0.55645
H -0.34540 -2.82532 -0.95348
H 0.75418 -2.48711 0.39418
H -1.83163 1.58356 0.12480
H -0.94606 3.07936 -0.07575
H -1.44782 2.22780 -1.56517
H 1.88663 0.35071 -2.06240
H 2.39807 -1.44025 -1.27827
H 3.53636 0.05394 -1.38836
H -1.53521 -1.39199 1.26295
H 0.68508 1.71048 -1.15611
H -1.73434 -1.14000 -0.27216
```

Computed properties:
ΔE to the lowest compared entry with this formula, charge and spin: 48.01 kcal per mole
Charge: +1
Lowest unoccupied orbital energy: -3.549 eV
Energy: -19235.731 eV
Kohn-Sham gap: 9.98 eV



[6]
# C5H15N3

2 unconnected molecules or ions with the total composition C5H15N3 (ωB97M-V with the def2-TZVPD basis set, the OMol25 dataset).

Structure (XYZ):
```
23
Properties=species:S:1:pos:R:3
C -1.54430 -1.19458 -1.34276
C -1.03334 -0.72878 -0.01044
N -0.68322 -1.76906 0.88651
C -0.95956 0.55412 0.37031
C -1.29406 1.72550 -0.50857
N -0.47285 0.89457 1.66145
H -2.13488 -2.09900 -1.20332
H -2.17469 -0.44796 -1.81448
H -0.71818 -1.43052 -2.01764
H -0.50339 -2.63710 0.40064
H 0.10845 -1.52538 1.46740
H -1.13514 1.49950 -1.55888
H -0.65910 2.57014 -0.24420
H -2.33440 2.02991 -0.37473
H -0.75503 1.82752 1.93163
H -0.77143 0.22873 2.36313
C 2.70862 -0.18420 0.43337
N 2.22227 0.26534 -0.86113
H 2.59110 -1.26689 0.48852
H 2.18738 0.26924 1.28739
H 3.77093 0.04641 0.50982
H 2.36460 1.26673 -0.94853
H 1.22024 0.10575 -0.91547
```

Computed properties:
ΔE to the lowest compared entry with this formula, charge and spin: 20.29 kcal per mole
Charge: 0
Lowest unoccupied orbital energy: 0.989 eV
Energy: -9898.272 eV
Kohn-Sham gap: 8.23 eV



[7]
# C5H15N3

A molecular structure, C5H15N3 at a distorted geometry (ωB97M-V with the def2-TZVPD basis set, the OMol25 dataset).

Structure (XYZ):
```
23
Properties=species:S:1:pos:R:3
C 1.25093 0.09749 0.85384
C 2.18374 0.29687 -0.32379
C -1.89121 -1.17836 0.44628
C -0.95557 -0.93883 -0.69791
N 1.22950 -1.22745 1.35344
N -0.35412 -1.90356 -1.25605
H 1.52956 0.75842 1.67842
H 1.04788 -1.93870 0.65339
H 1.53147 -1.39822 2.30296
H 0.24864 -1.61926 -2.02876
H 3.22196 0.09335 -0.04747
H 2.12953 1.32470 -0.68150
H 1.91269 -0.36175 -1.14977
H -1.37047 -1.06396 1.39581
H -2.69608 -0.44284 0.45290
H -2.28903 -2.19386 0.41157
C -1.15132 1.97005 -0.99193
N -0.70898 2.06784 0.24999
H -1.44119 2.21841 0.93760
H 0.19796 1.10949 0.61642
H -0.99871 0.12662 -1.13113
H -2.19934 2.10054 -1.25473
H -0.42784 2.10300 -1.78959
```

Computed properties:
ΔE to the lowest compared entry with this formula, charge and spin: 112.50 kcal per mole
Charge: 0
Lowest unoccupied orbital energy (spin up / spin down): 0.238 / 0.239 eV
Energy: -9894.273 eV
Kohn-Sham gap (spin up / spin down): 7.02 / 7.02 eV



[8]
# C5H15N3

2 unconnected molecules or ions with the total composition C5H15N3 at a distorted geometry (ωB97M-V with the def2-TZVPD basis set, the OMol25 dataset).

Structure (XYZ):
```
23
Properties=species:S:1:pos:R:3
N -1.78799 -1.11879 -2.92191
C -0.56186 -0.53622 -2.54678
C -0.44336 0.78901 -2.36787
N 0.69649 1.42593 -1.82846
H -2.14143 -1.72018 -2.13939
H -1.70708 -1.73277 -3.74030
H 0.31362 -1.13487 -2.40489
H -1.28505 1.46169 -2.50660
H 0.62893 1.62872 -0.82223
H 0.87288 2.32882 -2.31083
C 0.79437 1.10528 2.31453
N 0.67636 -0.35729 2.28522
C -0.72854 -0.70305 2.21005
C 1.28244 -0.80912 1.02400
H 0.29208 1.51346 3.21405
H 0.43540 1.71092 1.42055
H 1.86489 1.31673 2.47920
H -0.90361 -1.80786 2.15152
H -1.22227 -0.43726 3.20405
H -1.32130 -0.19866 1.37529
H 1.07312 -1.85793 0.81308
H 2.33845 -0.63429 0.90705
H 0.83345 -0.23227 0.19067
```

Computed properties:
ΔE to the lowest compared entry with this formula, charge and spin: 56.09 kcal per mole
Charge: 0
Lowest unoccupied orbital energy: 0.973 eV
Energy: -9896.719 eV
Kohn-Sham gap: 9.86 eV



[9]
# C5H15N3

2 unconnected molecules or ions with the total composition C5H15N3 (ωB97M-V with the def2-TZVPD basis set, the OMol25 dataset).

Structure (XYZ):
```
23
Properties=species:S:1:pos:R:3
C 3.03666 -0.22874 -1.45540
C 2.29250 -1.13298 -0.51434
C 1.08038 -1.59868 -0.77765
N 0.38230 -2.54239 -0.02248
H 2.41645 -0.00682 -2.32218
H 3.33296 0.70946 -0.97944
H 3.93268 -0.71943 -1.83195
H 2.78321 -1.46872 0.39731
H 0.56466 -1.27485 -1.67839
H -0.57079 -2.28681 0.19536
H 0.89606 -2.81859 0.80610
N -1.76431 -0.49711 1.23960
C -2.19651 0.86719 0.94125
C -1.12499 1.57907 0.11753
N -1.38996 3.02076 0.09294
H -2.52038 -1.02871 1.65354
H -1.01471 -0.47546 1.92204
H -2.42044 1.47446 1.82673
H -3.11710 0.82372 0.35601
H -0.13641 1.32766 0.52118
H -1.17927 1.19956 -0.90291
H -1.20720 3.41093 1.01126
H -0.74213 3.48093 -0.53580
```

Computed properties:
ΔE to the lowest compared entry with this formula, charge and spin: 28.09 kcal per mole
Charge: 0
Lowest unoccupied orbital energy: 1.004 eV
Energy: -9897.933 eV
Kohn-Sham gap: 8.87 eV



[10]
# C5H15N3

2 unconnected molecules or ions with the total composition C5H15N3 at a distorted geometry (ωB97M-V with the def2-TZVPD basis set, the OMol25 dataset).

Structure (XYZ):
```
23
Properties=species:S:1:pos:R:3
C 1.45443 -0.17867 -0.54524
N 0.73963 0.50239 0.49077
C -0.68701 0.64896 0.18301
C -1.68650 -0.47521 0.59408
C -3.15775 -0.12145 0.15816
N -3.41164 -0.39686 -1.18496
C 2.92995 -0.61144 0.03867
N 4.08707 0.19380 -0.36110
H 1.05626 -1.22352 -0.87477
H 1.71160 0.46521 -1.53674
H -1.69336 2.43288 2.68405
H -1.10176 1.66374 0.42831
H -0.95346 0.61809 -0.93716
H -1.68788 -1.46050 0.22023
H -1.52885 -0.59575 1.60922
H -2.08380 1.79265 2.72058
H -3.79950 -0.52656 0.94711
H -3.22974 1.06097 0.48554
H -4.02852 -1.13625 -1.04398
H 2.61725 -0.52414 1.02184
H 3.08715 -1.67187 0.13371
H 4.00270 0.63178 -1.32485
H 4.60786 0.80487 0.28187
```

Computed properties:
ΔE to the lowest compared entry with this formula, charge and spin: 191.51 kcal per mole
2S+1: 2
Charge: +1
Lowest unoccupied orbital energy (spin up / spin down): -8.456 / -8.416 eV
Energy: -9882.173 eV
Kohn-Sham gap (spin up / spin down): 4.64 / 4.73 eV



Please write out number 6 again, unchanged.
# C5H15N3

2 unconnected molecules or ions with the total composition C5H15N3 (ωB97M-V with the def2-TZVPD basis set, the OMol25 dataset).

Structure (XYZ):
```
23
Properties=species:S:1:pos:R:3
C -1.54430 -1.19458 -1.34276
C -1.03334 -0.72878 -0.01044
N -0.68322 -1.76906 0.88651
C -0.95956 0.55412 0.37031
C -1.29406 1.72550 -0.50857
N -0.47285 0.89457 1.66145
H -2.13488 -2.09900 -1.20332
H -2.17469 -0.44796 -1.81448
H -0.71818 -1.43052 -2.01764
H -0.50339 -2.63710 0.40064
H 0.10845 -1.52538 1.46740
H -1.13514 1.49950 -1.55888
H -0.65910 2.57014 -0.24420
H -2.33440 2.02991 -0.37473
H -0.75503 1.82752 1.93163
H -0.77143 0.22873 2.36313
C 2.70862 -0.18420 0.43337
N 2.22227 0.26534 -0.86113
H 2.59110 -1.26689 0.48852
H 2.18738 0.26924 1.28739
H 3.77093 0.04641 0.50982
H 2.36460 1.26673 -0.94853
H 1.22024 0.10575 -0.91547
```

Computed properties:
ΔE to the lowest compared entry with this formula, charge and spin: 20.29 kcal per mole
Charge: 0
Lowest unoccupied orbital energy: 0.989 eV
Energy: -9898.272 eV
Kohn-Sham gap: 8.23 eV



Which formula does entry 2 have?
C5H15N2O